[1]
Computed, not measured: a cluster of 2 separate species, C29H65BrClN7O3P2S2Si2 in total, with ωB97M-V with the def2-TZVPD basis set.

```
! RIJCOSX wB97M-V def2-TZVPD def2/J DEFGRID3
* xyz 0 1
C 2.021 -3.441 2.135
C 3.059 -3.735 1.039
C 3.614 -2.474 0.356
C 3.800 -2.638 -1.164
N 3.254 -1.484 -1.924
C 2.302 -1.911 -2.964
C 0.997 -2.459 -2.391
C 0.282 -1.583 -1.347
C -1.223 -1.521 -1.635
N -1.935 -0.422 -0.974
C -1.892 0.866 -1.348
N -2.521 1.816 -0.649
C -2.310 2.952 -1.271
C -2.839 4.227 -0.695
C -3.476 5.272 -1.618
C -4.634 4.691 -2.455
C -4.388 4.443 -3.949
C -3.946 5.675 -4.736
O -3.371 5.306 -5.977
C -2.013 5.627 -6.178
N -1.567 2.771 -2.361
C -1.049 3.775 -3.262
C 0.395 4.271 -2.976
C 0.460 5.790 -2.819
Br 1.125 3.428 -1.376
N -1.298 1.399 -2.455
P -0.429 0.467 -3.768
N -1.709 0.251 -4.876
O 0.380 1.675 -4.508
P -2.994 -0.742 0.414
O -2.119 -1.927 1.062
Cl -4.398 -1.912 -0.608
C 4.290 -0.692 -2.495
S 5.299 -1.171 -3.674
S 4.360 0.917 -1.782
C 6.144 1.204 -1.653
C 6.819 1.926 -2.831
C 7.795 3.028 -2.372
H 2.471 -3.358 3.121
H 1.275 -4.234 2.145
H 1.493 -2.516 1.899
H 3.883 -4.315 1.460
H 2.585 -4.371 0.285
H 2.941 -1.630 0.516
H 4.573 -2.216 0.810
H 4.855 -2.768 -1.406
H 3.289 -3.541 -1.498
H 2.756 -2.691 -3.591
H 2.106 -1.061 -3.620
H 0.340 -2.633 -3.250
H 1.193 -3.443 -1.963
H 0.709 -0.576 -1.361
H 0.423 -1.994 -0.347
H -1.420 -1.518 -2.711
H -1.684 -2.426 -1.243
H -3.598 3.900 0.017
H -2.037 4.663 -0.089
H -3.873 6.046 -0.961
H -2.731 5.791 -2.218
H -4.979 3.765 -1.987
H -5.483 5.376 -2.377
H -5.339 4.119 -4.374
H -3.686 3.618 -4.097
H -3.279 6.335 -4.172
H -4.840 6.265 -4.961
H -1.911 6.423 -6.921
H -1.484 4.749 -6.560
H -1.525 5.949 -5.255
H -1.721 4.620 -3.226
H -1.104 3.379 -4.269
H 1.051 3.963 -3.782
H 0.579 6.264 -3.795
H -0.428 6.190 -2.328
H 1.318 6.071 -2.213
H -2.619 0.174 -4.435
H -1.764 0.943 -5.616
H 0.431 1.538 -5.464
H -2.680 -2.664 1.351
H 6.228 1.812 -0.750
H 6.625 0.249 -1.448
H 6.060 2.365 -3.478
H 7.373 1.199 -3.421
H 8.724 3.000 -2.941
H 8.064 2.920 -1.320
H 7.367 4.023 -2.499
C -0.803 -2.622 4.004
Si -1.156 -3.918 5.345
C 0.201 -5.237 5.137
C -2.787 -4.742 4.797
N -1.203 -3.180 6.824
Si -1.483 -3.838 8.328
C -0.214 -5.147 8.871
C -3.191 -4.652 8.532
C -1.407 -2.477 9.644
H -0.758 -3.091 3.014
H -1.583 -1.856 3.999
H 0.157 -2.136 4.193
H 0.342 -5.527 4.087
H -0.039 -6.146 5.694
H 1.152 -4.848 5.509
H -3.622 -4.058 4.967
H -2.979 -5.660 5.358
H -2.776 -5.012 3.731
H -0.340 -6.083 8.318
H -0.307 -5.384 9.937
H 0.799 -4.779 8.694
H -3.969 -3.985 8.151
H -3.414 -4.867 9.583
H -3.253 -5.598 7.986
H -2.159 -1.711 9.436
H -0.423 -2.002 9.638
H -1.590 -2.867 10.652
*
```

Computed properties:
Orbital gap (eV): 3.816
HOMO energy (eV): -5.09
LUMO level (eV): -1.275

=====

[2]
Computed, not measured: a structure of composition C5H12NS at a distorted geometry, with ωB97M-V with the def2-TZVPD basis set.

```
! RIJCOSX wB97M-V def2-TZVPD def2/J DEFGRID3
* xyz -1 1
C -1.533 1.048 -0.158
N -0.904 -0.301 0.299
C 0.165 0.136 -0.309
C 1.182 1.214 0.032
S 2.759 1.107 -0.905
C 2.319 -2.536 0.387
C -3.073 0.839 -0.023
H -1.321 1.354 -1.199
H -1.250 1.832 0.531
H 3.150 -2.735 -0.275
H 0.399 -0.139 -1.362
H 1.618 1.094 1.030
H 0.810 2.238 0.027
H 2.235 -1.497 0.667
H 1.392 -2.873 -0.097
H 2.321 -3.211 1.249
H -3.345 1.382 0.884
H -3.248 -0.230 0.040
H -3.677 1.279 -0.818
*
```

Computed properties:
Orbital gap (eV): 6.386
Energy relative to the best compared isomer or geometry (same formula, charge and spin) (eV): 3.858
HOMO energy (eV): -2.64
LUMO level (eV): 3.748